# C28H82O12Si

A cluster of 12 separate species, C28H82O12Si in total (ωB97M-V with the def2-TZVPD basis set, the OMol25 dataset).

The structure (SMILES) is CCCCCCCCCCCCC[SiH2]OCCCC.CO.CO.CO.CO.CO.CO.CO.CO.CO.CO.CO. Its HOMO-LUMO gap is 10.324 eV. Its HOMO energy is -0.3564 Eh.

ORCA input file:
```
! wB97M-V def2-TZVPD RIJCOSX def2/J DEFGRID3
* xyz 0 1
C -2.78 4.82 -1.12
C -4.12 4.13 -0.90
C -4.12 2.60 -0.64
C -2.77 1.90 -0.42
C -2.01 2.26 0.86
C -2.83 2.15 2.14
C -2.03 2.47 3.41
C -2.26 1.50 4.57
C -1.41 0.22 4.57
C -1.08 -0.38 3.20
C -0.28 -1.67 3.34
C 0.28 -2.19 2.01
C 1.71 -1.71 1.69
Si 1.72 -0.42 0.36
O 3.23 0.23 0.16
C 3.40 1.50 -0.48
C 3.52 2.64 0.54
C 4.95 3.15 0.71
C 5.88 2.06 1.22
H -2.12 4.24 -1.77
H -2.25 5.01 -0.19
H -2.93 5.79 -1.60
H -4.73 4.30 -1.79
H -4.64 4.64 -0.09
H -4.60 2.12 -1.49
H -4.75 2.39 0.22
H -2.97 0.82 -0.40
H -2.12 2.06 -1.28
H -1.58 3.26 0.79
H -1.15 1.57 0.94
H -3.68 2.84 2.07
H -3.26 1.15 2.21
H -0.96 2.52 3.17
H -2.30 3.47 3.76
H -3.32 1.23 4.60
H -2.07 2.02 5.51
H -1.92 -0.55 5.16
H -0.46 0.41 5.08
H -1.99 -0.58 2.63
H -0.50 0.34 2.62
H 0.55 -1.49 4.03
H -0.91 -2.43 3.80
H -0.41 -1.89 1.21
H 0.27 -3.28 2.00
H 2.33 -2.54 1.34
H 2.21 -1.32 2.58
H 1.30 -1.00 -0.94
H 0.78 0.70 0.66
H 2.58 1.69 -1.17
H 4.32 1.43 -1.07
H 2.85 3.45 0.25
H 3.16 2.26 1.50
H 4.95 4.01 1.38
H 5.31 3.51 -0.26
H 6.77 2.46 1.72
H 5.37 1.40 1.93
H 6.23 1.41 0.41
C 4.69 -1.47 -3.12
O 4.15 -1.82 -1.85
H 5.11 -2.39 -3.54
H 3.92 -1.10 -3.80
H 5.49 -0.73 -3.05
H 3.76 -1.03 -1.45
C 1.99 0.47 7.61
O 1.63 -0.02 6.32
H 1.16 1.09 7.95
H 2.15 -0.34 8.32
H 2.90 1.08 7.57
H 2.35 -0.58 6.01
C 2.64 -3.54 -5.57
O 1.95 -3.59 -4.32
H 1.89 -3.48 -6.35
H 3.27 -2.65 -5.64
H 3.25 -4.43 -5.73
H 2.61 -3.62 -3.62
C -4.78 2.70 -4.47
O -5.85 3.25 -3.74
H -3.86 3.11 -4.05
H -4.74 1.60 -4.37
H -4.81 2.96 -5.53
H -6.68 2.90 -4.11
C 8.37 3.90 -0.68
O 7.66 4.29 -1.85
H 7.97 2.93 -0.39
H 9.44 3.79 -0.87
H 8.21 4.60 0.14
H 7.99 5.14 -2.14
C -4.41 4.58 -8.48
O -3.63 4.29 -7.33
H -5.29 3.95 -8.43
H -4.73 5.62 -8.51
H -3.87 4.35 -9.41
H -2.84 4.84 -7.34
C 4.78 -0.95 10.09
O 4.46 -1.49 8.82
H 3.93 -0.34 10.40
H 4.93 -1.74 10.84
H 5.67 -0.32 10.06
H 5.19 -2.03 8.52
C -0.99 -5.87 0.27
O 0.36 -5.48 0.51
H -1.39 -6.22 1.22
H -1.59 -5.03 -0.08
H -1.05 -6.68 -0.45
H 0.74 -5.17 -0.31
C -2.87 -8.79 2.84
O -2.60 -7.42 3.09
H -3.21 -8.86 1.81
H -1.97 -9.41 2.95
H -3.65 -9.18 3.49
H -2.28 -7.33 4.00
C -7.85 0.31 -5.66
O -8.23 1.58 -5.13
H -6.77 0.34 -5.77
H -8.11 -0.51 -4.98
H -8.29 0.13 -6.64
H -9.19 1.59 -5.01
C -0.49 -5.83 -5.88
O 0.57 -6.07 -4.97
H -0.76 -6.79 -6.31
H -1.37 -5.42 -5.38
H -0.21 -5.16 -6.69
H 0.84 -5.22 -4.59
*
```

Here are the Mulliken charges for atoms 1 to 4, given in e: C -1.299; C -0.303; C -0.723; C -1.102


# C28H83N7O10

A cluster of 10 separate species, C28H83N7O10 in total at a distorted geometry (ωB97M-V with the def2-TZVPD basis set, the OMol25 dataset).

The structure (SMILES) is COC[C@H](C)N.COC[C@H](C)N.COC[C@H](C)N.COC[C@H](C)N.COC[C@H](C)N.COC[C@H](C)N.COC[C@H](C)N.O.O.O. Its HOMO-LUMO gap is 8.827 eV. Its HOMO energy is -0.3199 Eh. The calculation puts the energy above the lowest of the compared OMol25 structures with the same formula, charge and spin at 181.9 kJ/mol.

ORCA input file:
```
! wB97M-V def2-TZVPD RIJCOSX def2/J DEFGRID3
* xyz 0 1
C -6.49 -4.81 1.64
O -5.95 -3.90 2.59
C -4.55 -3.90 2.57
C -3.91 -3.74 1.20
C -2.38 -3.43 1.29
N -4.53 -2.70 0.35
H -6.45 -4.46 0.60
H -7.57 -4.90 1.73
H -5.92 -5.74 1.73
H -4.14 -3.12 3.22
H -4.20 -4.77 3.15
H -3.98 -4.68 0.64
H -2.22 -2.47 1.79
H -1.86 -3.48 0.33
H -1.93 -4.22 1.91
H -3.87 -2.56 -0.40
H -4.36 -1.88 0.94
C 3.33 1.26 -4.39
O 2.58 2.27 -3.74
C 2.36 3.39 -4.56
C 1.27 3.16 -5.65
C 0.64 4.45 -6.22
N 0.19 2.28 -5.25
H 4.24 1.57 -4.90
H 2.74 0.77 -5.18
H 3.57 0.50 -3.65
H 2.01 4.25 -4.00
H 3.26 3.78 -5.04
H 1.83 2.66 -6.45
H 0.20 4.27 -7.19
H 1.42 5.22 -6.21
H -0.11 4.85 -5.53
H 0.62 1.40 -5.00
H -0.21 2.55 -4.35
C 1.22 1.88 7.76
O 0.51 2.08 6.57
C 1.28 2.64 5.53
C 0.41 2.76 4.22
C 1.34 3.21 3.10
N -0.67 3.73 4.33
H 0.57 1.69 8.61
H 1.75 2.79 8.07
H 2.01 1.12 7.79
H 1.69 3.63 5.79
H 2.14 2.00 5.32
H 0.05 1.73 4.19
H 2.02 2.39 2.85
H 1.95 4.05 3.45
H 0.77 3.43 2.21
H -1.14 3.51 5.21
H -0.26 4.64 4.53
C 0.52 -2.31 4.63
O -0.80 -2.68 4.44
C -1.83 -1.83 4.90
C -1.58 -1.35 6.36
C -1.78 -2.51 7.31
N -2.43 -0.22 6.75
H 0.74 -1.24 4.73
H 1.20 -2.59 3.83
H 1.00 -2.65 5.56
H -1.92 -1.00 4.19
H -2.80 -2.33 4.87
H -0.55 -0.99 6.40
H -1.15 -3.35 6.96
H -2.77 -2.96 7.25
H -1.39 -2.30 8.31
H -1.97 0.68 6.69
H -2.69 -0.36 7.71
C -0.11 0.03 -2.68
O 1.08 -0.06 -1.91
C 0.98 0.46 -0.61
C 0.27 -0.54 0.34
C 0.13 0.00 1.75
N 0.91 -1.87 0.42
H -0.55 -0.97 -2.60
H 0.12 0.18 -3.73
H -0.82 0.84 -2.49
H 1.96 0.61 -0.15
H 0.41 1.40 -0.60
H -0.71 -0.77 -0.10
H 1.12 0.06 2.22
H -0.50 -0.64 2.36
H -0.29 1.01 1.76
H 1.47 -2.05 -0.41
H 1.59 -1.80 1.17
C 4.69 -1.46 -6.36
O 3.53 -2.08 -5.87
C 3.70 -2.74 -4.63
C 2.35 -3.08 -4.05
C 2.39 -3.70 -2.66
N 1.59 -4.04 -4.89
H 5.38 -2.13 -6.90
H 5.09 -0.77 -5.62
H 4.31 -0.84 -7.18
H 4.36 -3.60 -4.80
H 4.23 -2.07 -3.94
H 1.70 -2.20 -3.96
H 2.86 -4.69 -2.74
H 1.40 -3.81 -2.21
H 2.93 -3.11 -1.92
H 2.21 -4.86 -4.87
H 1.72 -3.76 -5.87
C -2.72 3.97 -3.44
O -1.97 4.28 -2.26
C -0.57 4.13 -2.47
C 0.11 4.29 -1.11
C -0.26 5.59 -0.40
N 1.56 4.10 -1.15
H -2.85 2.88 -3.41
H -2.26 4.41 -4.32
H -3.73 4.35 -3.36
H -0.42 3.14 -2.87
H -0.24 4.94 -3.12
H -0.35 3.51 -0.48
H -1.24 5.42 0.04
H -0.34 6.39 -1.14
H 0.49 5.85 0.34
H 1.85 3.22 -1.54
H 2.02 4.40 -0.31
O -3.75 -1.77 -2.83
H -3.56 -1.26 -3.62
H -2.91 -2.19 -2.61
O -1.03 -3.35 -3.75
H -0.07 -3.42 -3.93
H -1.41 -4.14 -4.16
O 3.46 -2.33 2.09
H 3.36 -2.71 2.97
H 4.27 -1.82 2.14
*
```

Here are the Mulliken charges for atoms 1 to 4, given in e: C -0.694; O -0.398; C -0.577; C 0.678


# C28H84N7O11PPt

A structure of composition C28H84N7O11PPt at a distorted geometry (ωB97M-V with the def2-TZVPD basis set, the OMol25 dataset).

Its HOMO-LUMO gap (spin up / spin down) is 5.445 / 4.906 eV. Its HOMO energy (spin up / spin down) is -0.8155 / -0.8155 Eh. The calculation puts the energy above the lowest of the compared OMol25 structures with the same formula, charge and spin at 251.1 kJ/mol.

ORCA input file:
```
! wB97M-V def2-TZVPD RIJCOSX def2/J DEFGRID3
* xyz 6 3
Pt -1.97 -1.92 -1.65
P -0.63 -0.59 -0.10
O -2.03 -0.07 -0.58
O -0.07 -1.06 -1.46
O -1.18 -1.95 0.46
O 0.22 0.21 0.92
C -0.92 -1.38 4.30
C -2.29 -1.99 3.90
C -3.32 -1.74 5.06
O -4.70 -2.01 4.86
C -4.98 -3.39 4.83
N -2.87 -1.39 2.63
H -3.80 -1.77 2.50
H -2.88 -0.38 2.53
H -2.30 -1.69 1.82
H -0.96 -0.29 4.37
H -0.14 -1.53 3.56
H -0.54 -1.74 5.26
H -2.34 -3.05 3.64
H -3.26 -0.74 5.48
H -2.95 -2.38 5.86
H -6.01 -3.68 4.98
H -4.56 -4.01 5.63
H -4.60 -3.78 3.88
C -5.85 0.33 -2.69
C -4.90 1.09 -1.75
C -5.36 2.56 -1.56
O -4.53 3.08 -0.57
C -4.82 4.36 -0.08
N -4.91 0.37 -0.41
H -5.84 0.29 -0.02
H -4.50 -0.55 -0.58
H -4.32 0.80 0.30
H -6.01 -0.72 -2.46
H -5.65 0.49 -3.75
H -6.83 0.82 -2.69
H -3.87 0.92 -2.07
H -6.35 2.61 -1.10
H -5.30 3.15 -2.48
H -5.85 4.73 -0.13
H -4.28 5.00 -0.79
H -4.55 4.68 0.92
C -1.17 2.93 -1.86
C -0.13 2.03 -2.57
C 0.53 2.67 -3.79
O 1.25 1.71 -4.54
C 1.95 2.32 -5.64
N 1.04 1.68 -1.56
H 1.29 2.45 -0.92
H 0.69 0.86 -1.02
H 1.87 1.38 -2.07
H -0.78 3.66 -1.15
H -1.89 2.37 -1.27
H -1.89 3.44 -2.50
H -0.59 1.11 -2.92
H 1.07 3.56 -3.47
H -0.27 3.13 -4.38
H 1.20 2.57 -6.39
H 2.81 1.76 -5.99
H 2.31 3.31 -5.35
C 2.87 1.46 4.48
C 3.16 1.60 2.96
C 4.67 1.75 2.58
O 4.77 2.01 1.21
C 6.04 1.95 0.62
N 2.70 0.37 2.22
H 2.98 -0.49 2.68
H 1.72 0.33 1.90
H 3.07 0.37 1.26
H 2.70 2.38 5.06
H 3.69 1.13 5.11
H 2.06 0.86 4.90
H 2.61 2.35 2.39
H 5.24 0.84 2.77
H 5.16 2.56 3.13
H 6.11 2.53 -0.30
H 6.14 0.90 0.31
H 6.86 2.34 1.22
C -1.69 5.20 2.67
C -1.01 4.21 1.67
C 0.44 4.53 1.30
O 1.29 3.56 0.66
C 2.55 4.21 0.32
N -1.02 2.85 2.38
H -0.46 2.95 3.23
H -1.98 2.59 2.60
H -0.58 2.18 1.75
H -1.04 5.47 3.51
H -2.65 4.85 3.02
H -1.91 6.14 2.15
H -1.75 4.21 0.86
H 0.81 4.71 2.32
H 0.47 5.45 0.71
H 3.25 3.43 0.02
H 2.95 4.73 1.19
H 2.51 4.76 -0.62
C 0.54 -4.96 2.12
C 1.78 -4.11 1.82
C 2.89 -5.01 1.32
O 2.46 -5.82 0.25
C 3.40 -6.83 -0.07
N 1.47 -3.13 0.65
H 0.52 -2.78 0.77
H 2.17 -2.40 0.56
H 1.59 -3.60 -0.25
H -0.19 -4.30 2.60
H 0.72 -5.78 2.82
H 0.09 -5.38 1.22
H 2.06 -3.50 2.67
H 3.09 -5.73 2.12
H 3.77 -4.46 0.98
H 4.35 -6.46 -0.45
H 2.98 -7.49 -0.82
H 3.70 -7.52 0.72
C 0.90 -1.35 -6.42
C 1.13 -2.07 -5.11
C 2.21 -3.20 -5.12
O 2.64 -3.44 -3.78
C 3.35 -4.70 -3.69
N 1.23 -1.09 -3.95
H 0.69 -1.33 -3.12
H 2.21 -1.26 -3.72
H 0.96 -0.17 -4.30
H 0.39 -2.02 -7.12
H 1.85 -0.97 -6.81
H 0.32 -0.43 -6.35
H 0.21 -2.57 -4.78
H 2.96 -2.94 -5.87
H 1.62 -4.03 -5.51
H 4.29 -4.62 -4.24
H 2.84 -5.55 -4.14
H 3.61 -4.92 -2.66
*
```

Here are the Mulliken charges for atoms 1 to 4, given in e: Pt 2.671; P -2.443; O 0.171; O -0.877